Arrangement i

Computed, not measured: a 2-piece molecular cluster, C10H16 overall, with the ωB97M-V functional and the def2-TZVPD basis.

The spin multiplicity is 2. The total charge is +1. The calculation puts the HOMO energy (alpha / beta) at -14.04 / -14.02 eV. The calculation puts the LUMO energy (alpha / beta) at -4.605 / -8.272 eV.

Cartesian coordinates (Å):
C -0.595 2.443 0.627
C -2.257 -0.850 -0.230
C -1.971 0.496 -0.188
C -1.766 -1.701 0.830
C -1.038 1.037 0.699
C -1.165 -1.130 1.898
C -0.848 0.286 1.900
H -2.751 -1.155 -1.149
H -2.278 1.182 -0.964
H -1.908 -2.782 0.753
H -0.879 -1.609 2.826
H -0.898 3.106 1.442
H -0.803 2.867 -0.383
H -0.444 0.852 2.732
H 0.479 2.661 0.516
C 1.687 -0.720 -1.518
C 1.948 0.730 -1.407
C 1.618 -1.614 -0.281
H 0.796 -0.970 -2.131
H 2.461 -1.168 -2.159
H 1.088 1.191 -0.867
H 2.616 -1.777 0.169
H 1.019 -1.204 0.622
H 1.872 1.355 -2.314
H 2.846 1.024 -0.889
H 1.169 -2.551 -0.533

Table of natural (NBO) atomic charges, one value per atom, all in e: -0.717, 0.008, -0.257, -0.107, 0.141, -0.240, 0.063, 0.256, 0.249, 0.259, 0.262, 0.278, 0.255, 0.243, 0.288, -0.421, -0.603, -0.594, 0.194, 0.221, 0.163, 0.223, 0.164, 0.232, 0.221, 0.215

Arrangement ii

Computed, not measured: a 2-piece molecular cluster, C10H16 overall, with the ωB97M-V functional and the def2-TZVPD basis.

The spin multiplicity is 2. The total charge is +1. The calculation puts the HOMO energy (alpha / beta) at -14.53 / -14.49 eV. The calculation puts the LUMO energy (alpha / beta) at -4.632 / -8.148 eV.

Cartesian coordinates (Å):
C 0.055 -1.560 1.838
C -0.783 -2.051 3.010
H 0.428 -0.548 2.006
H 0.873 -2.221 1.553
H -0.546 -1.476 0.912
H -0.212 -2.805 3.544
H -1.069 -1.250 3.688
H -1.688 -2.589 2.721
C 1.824 0.358 -1.250
C 2.227 0.869 -2.632
C 0.434 0.600 -0.795
C 0.154 1.573 0.183
C -0.658 -0.154 -1.321
C -1.171 1.711 0.577
C -1.966 0.392 -1.185
C -2.310 1.270 -0.202
H 1.901 -0.744 -1.249
H 2.511 0.704 -0.473
H 2.489 1.919 -2.667
H 1.005 1.811 0.805
H -0.501 -0.970 -2.015
H -1.393 2.234 1.503
H -2.711 0.226 -1.959
H -3.233 1.822 -0.125
H 1.401 0.672 -3.336
H 2.937 0.208 -3.131

Table of natural (NBO) atomic charges, one value per atom, all in e: -0.602, -0.622, 0.193, 0.220, 0.174, 0.225, 0.213, 0.216, -0.477, -0.600, 0.226, -0.295, 0.005, 0.013, -0.242, -0.091, 0.246, 0.240, 0.238, 0.258, 0.246, 0.239, 0.256, 0.260, 0.211, 0.251

Arrangement iii

Computed, not measured: a 2-piece molecular cluster, C10H16 overall, with the ωB97M-V functional and the def2-TZVPD basis.

The spin multiplicity is 2. The total charge is +1. The calculation puts the HOMO energy (alpha / beta) at -14.04 / -14.04 eV. The calculation puts the LUMO energy (alpha / beta) at -4.403 / -8.058 eV.

Cartesian coordinates (Å):
C -2.490 -0.700 0.951
C -1.845 -0.037 -0.318
C -1.412 -1.070 1.886
H -3.186 0.095 1.352
H -3.069 -1.681 0.771
H -1.221 -0.711 -0.911
H -1.841 -0.732 2.925
H -1.212 0.846 0.041
H -2.594 0.252 -1.087
H -1.107 -2.182 1.932
H -0.514 -0.454 1.634
C 0.357 1.804 -1.991
C 1.835 0.326 1.234
C 1.220 1.228 0.371
C 2.055 -0.970 0.727
C 1.043 0.891 -1.068
C 2.152 -1.289 -0.643
C 1.641 -0.273 -1.491
H 2.035 0.666 2.233
H 0.749 2.244 0.561
H 2.212 -1.719 1.332
H 2.694 -2.154 -1.161
H 0.992 1.937 -2.929
H 0.207 2.844 -1.404
H 1.740 -0.447 -2.557
H -0.440 1.287 -2.390

Table of natural (NBO) atomic charges, one value per atom, all in e: -0.417, -0.608, -0.622, 0.215, 0.226, 0.191, 0.234, 0.179, 0.231, 0.220, 0.174, -0.689, -0.232, -0.119, 0.045, 0.248, -0.135, -0.222, 0.270, 0.254, 0.216, 0.283, 0.284, 0.254, 0.239, 0.280

What is the least stable structure shown above? It is arrangement iii.